# 1
{
  "formula": "C14H14BF9N6OPb",
  "method": "the ωB97M-V functional and the def2-TZVPD basis",
  "elements": ["Pb", "F", "F", "F", "F", "F", "F", "F", "F", "F", "O", "N", "N", "N", "N", "N", "N", "C", "C", "C", "C", "C", "C", "C", "C", "C", "C", "C", "C", "C", "C", "B", "H", "H", "H", "H", "H", "H", "H", "H", "H", "H", "H", "H", "H", "H"],
  "positions_angstrom": [[-0.7110, -0.3745, 0.7858], [-1.6285, -1.4948, 3.4301], [-4.9426, -0.5217, 1.4430], [-5.0069, -2.2034, 0.0126], [-3.1271, -4.2163, 2.8876], [-3.3398, -0.1806, 3.0560], [-1.2535, -3.3912, 1.9200], [-5.5708, -2.5124, 2.1372], [-3.6874, -2.1286, 3.9637], [-2.8738, -4.3005, 0.7396], [-2.5199, -1.5480, 0.5536], [1.9423, -0.9253, -0.5377], [2.9696, 1.9451, -0.4375], [1.4208, 1.3599, -2.3452], [2.8800, -0.3430, -1.3822], [2.2313, 1.6618, 0.7071], [0.2890, 0.8931, -1.7544], [2.2045, -2.2441, -0.5450], [-3.1665, -2.0972, 1.6277], [3.3462, -2.4971, -1.3293], [3.7434, 3.0385, -0.2235], [-0.7332, 1.1247, -2.6080], [2.4097, 2.7344, 1.5523], [-4.7115, -1.8782, 1.3091], [-2.6420, -3.5318, 1.8344], [-2.9578, -1.4720, 3.0349], [3.4095, 3.5571, 1.0262], [-0.2211, 1.7223, -3.7751], [3.7515, -1.2679, -1.8381], [1.1512, 1.8653, -3.5814], [-1.8083, 1.6586, 0.7163], [2.8486, 1.1567, -1.7789], [3.8649, 4.4058, 1.5005], [-0.7562, 2.0338, -4.6432], [1.7831, 2.8637, 2.4326], [3.8388, -3.4337, -1.5060], [-1.1373, 2.2018, 1.4413], [1.5689, -2.9883, -0.0617], [-1.7675, 0.8357, -2.4425], [-2.8901, 1.5860, 1.0307], [4.5476, -0.9759, -2.5049], [4.5123, 3.3866, -0.9295], [-1.6546, 1.8877, -0.3793], [0.9585, 0.9210, 0.9182], [3.7199, 1.4489, -2.5617], [1.9654, 2.2020, -4.2191]],
  "forces_ev_per_a": [[-0.2, 0.9, -0.1], [-1.4, 0.2, -0.3], [-0.3, -1.8, -0.7], [0.4, 0.1, 1.8], [0.8, 0.5, -0.7], [0.9, -0.5, 0.5], [-1.7, -0.9, 0.2], [0.7, 0.3, -0.8], [0.7, 0.8, -0.4], [0.1, 0.6, 0.8], [0.1, 0.1, 0.8], [0.8, -0.4, -1.0], [0.2, 0.2, 0.7], [-0.4, 0.3, -0.8], [0.0, -0.8, 0.7], [-2.6, 1.3, 0.6], [-0.9, 0.4, -0.2], [0.7, 1.0, -0.6], [-0.5, 0.1, -0.2], [0.4, 0.1, -0.3], [-0.9, -0.8, 0.6], [1.8, 0.3, -0.5], [0.5, -0.9, -1.1], [-0.5, 0.7, -0.7], [0.7, -1.4, -1.4], [0.0, 1.1, 1.0], [-0.3, -0.2, 0.3], [0.5, 0.2, 0.0], [-1.0, -0.4, 0.6], [-0.8, -0.7, 0.8], [-0.2, -0.9, -0.3], [-1.3, -1.5, 0.9], [-0.1, 0.1, 0.0], [-0.3, 0.0, -0.3], [0.4, -0.3, -0.2], [0.0, -0.2, 0.0], [-0.9, 0.0, -0.9], [0.2, 0.5, 0.1], [0.4, 0.0, 0.3], [1.3, 0.4, -0.4], [0.0, -0.1, 0.1], [-0.7, -0.5, 0.3], [-0.3, 0.4, 1.5], [4.2, 1.5, -1.3], [-0.2, 0.1, 0.3], [-0.4, 0.0, 0.2]],
  "mulliken_charge": [1.093, -0.226, -0.236, -0.239, -0.240, -0.234, -0.212, -0.241, -0.231, -0.263, -1.051, 0.122, 0.075, -0.256, -0.133, 0.020, 0.249, -0.216, 1.022, -1.074, -0.037, -0.194, -0.187, 0.531, 0.567, 0.333, -0.906, -1.144, -0.164, -0.182, -1.409, 0.261, 0.392, 0.407, 0.414, 0.389, 0.372, 0.370, 0.442, 0.341, 0.419, 0.411, 0.412, 0.161, -0.136, 0.410],
  "max_force_ha_per_bohr": 0.091,
  "total_energy_ha": -2062.08346,
  "e_homo_ev": -8.17
}

# 2
{
  "formula": "C17H25N4NaS3",
  "method": "the ωB97M-V functional and the def2-TZVPD basis",
  "elements": ["S", "S", "S", "Na", "N", "N", "N", "N", "C", "C", "C", "C", "C", "C", "C", "C", "C", "C", "C", "C", "C", "C", "C", "C", "C", "H", "H", "H", "H", "H", "H", "H", "H", "H", "H", "H", "H", "H", "H", "H", "H", "H", "H", "H", "H", "H", "H", "H", "H", "H"],
  "positions_angstrom": [[3.5720, -2.0395, -0.8370], [5.5531, -3.4404, 0.9329], [2.7996, -4.5715, 0.5611], [0.6629, -2.9207, -0.1857], [-2.0815, -0.3450, 0.1331], [1.2563, 2.3303, -1.7813], [2.4080, 2.8447, 0.2116], [1.2849, 0.7535, -0.0989], [3.9975, -3.3495, 0.2217], [3.0065, 0.9977, 1.6735], [1.9587, 4.6016, -1.4491], [1.6205, 1.9159, -0.4879], [-4.3032, -4.7593, 0.0064], [2.7467, 2.4864, 1.5805], [-1.9115, -4.6594, -0.2404], [-1.8997, -0.2808, -1.3011], [-3.2047, -1.1697, 0.5268], [2.1757, 4.2628, 0.0127], [-1.8349, -3.2586, -0.0446], [0.8639, 3.7116, -1.9981], [-2.1119, 0.9654, 0.7250], [-3.0912, -5.4047, -0.2178], [-3.0870, -2.6621, 0.1928], [1.7868, 0.2416, 1.1806], [-4.2887, -3.3813, 0.2097], [-2.6114, 0.4244, -1.7741], [3.2418, 0.7208, 2.7025], [3.6293, 3.0630, 1.8620], [1.9333, 2.7714, 2.2685], [-5.2275, -2.8575, 0.3917], [-2.9674, 1.5783, 0.3700], [0.9757, 0.2779, 1.9190], [-3.3067, -1.0667, 1.6132], [-2.0419, -1.2719, -1.7309], [0.6608, 1.6325, -2.1911], [-0.8771, 0.0377, -1.5218], [3.8571, 0.7215, 1.0427], [1.3059, 4.6051, 0.5973], [-0.9891, -5.2208, -0.4166], [-1.1859, 1.4967, 0.4818], [-0.0901, 3.9636, -1.5145], [3.0425, 4.8002, 0.3976], [2.8803, 4.4092, -2.0069], [-4.1469, -0.7786, 0.0942], [1.6941, 5.6572, -1.5514], [2.0936, -0.8019, 1.0481], [-3.0680, -6.4798, -0.3776], [-5.2365, -5.3101, 0.0245], [0.7412, 3.8746, -3.0678], [-2.1854, 0.8843, 1.8131]],
  "forces_ev_per_a": [[-0.2, -0.1, 0.1], [-0.2, 0.0, -0.1], [0.0, 0.1, 0.0], [0.3, 0.1, 0.0], [0.0, -0.1, -0.1], [0.1, 0.1, 0.2], [0.0, 0.0, -0.1], [0.1, 0.1, 0.1], [0.0, 0.0, 0.0], [0.0, 0.1, -0.1], [0.1, -0.1, 0.0], [0.0, 0.0, 0.2], [0.2, 0.2, 0.0], [-0.1, 0.0, -0.1], [-0.1, 0.1, 0.0], [0.1, 0.0, 0.1], [0.1, -0.1, 0.0], [0.0, -0.1, 0.0], [0.1, -0.4, 0.0], [0.0, -0.2, 0.0], [0.1, 0.0, 0.0], [0.0, 0.1, 0.0], [0.0, 0.1, 0.1], [0.0, 0.0, -0.2], [0.1, -0.1, 0.0], [-0.1, 0.0, 0.0], [0.0, 0.0, 0.0], [0.1, 0.1, 0.0], [0.0, 0.0, 0.0], [0.0, 0.0, 0.0], [0.0, 0.0, 0.0], [0.0, 0.0, -0.1], [0.0, 0.0, 0.0], [0.0, 0.0, 0.1], [-0.2, -0.1, -0.1], [-0.1, 0.0, 0.0], [0.0, 0.0, 0.1], [-0.1, 0.0, 0.1], [-0.1, 0.0, 0.0], [-0.1, -0.1, 0.0], [-0.1, 0.0, 0.1], [0.1, 0.0, 0.1], [-0.1, 0.0, 0.0], [-0.1, 0.1, 0.0], [0.0, 0.0, 0.0], [-0.2, 0.1, -0.1], [0.0, 0.0, 0.0], [0.0, 0.0, 0.0], [0.0, 0.0, -0.1], [0.0, 0.0, 0.0]],
  "mulliken_charge": [-0.488, -0.542, -0.547, 0.651, 0.693, -0.220, 0.253, 0.021, -0.089, -0.792, -0.646, -0.166, -0.419, -0.711, -0.185, -0.998, -0.993, -0.686, -0.244, -0.726, -0.999, -0.708, 0.525, -0.324, -0.845, 0.285, 0.430, 0.382, 0.325, 0.255, 0.408, 0.227, 0.367, 0.429, 0.369, -0.062, 0.234, 0.346, 0.276, 0.097, 0.317, 0.348, 0.312, 0.246, 0.363, -0.085, 0.324, 0.334, 0.403, 0.251],
  "max_force_ha_per_bohr": 0.008,
  "charge": -2,
  "total_energy_ha": -2238.67542,
  "e_homo_ev": 0.09
}

| no. | gap between HOMO and LUMO (Ha) |
| --- | --- |
| 1 | 0.24779 |
| 2 | 0.14272 |